Entry from OMol25: a cluster of 12 separate species, C40H45Cl10N7 in total in a non-equilibrium geometry (ωB97M-V/def2-TZVPD).

Calculated values
* gap between HOMO and LUMO: 9.4 eV
* ΔE to the lowest compared entry with this formula, charge and spin: 74.8 kcal per mole
* LUMO energy: 0.04 eV
* SMILES string: c1ccncc1.c1ccncc1.c1ccncc1.c1ccncc1.c1ccncc1.c1ccncc1.c1ccncc1.ClCCl.ClCCl.ClCCl.ClCCl.ClCCl

Structure (XYZ):
```
102
Properties=species:S:1:pos:R:3:forces:R:3:mulliken_charge:R:1
N 4.43807 3.61174 -23.45627 0.7125 -1.8446 -0.7529 -0.521
C 4.56655 4.67664 -24.21205 -0.6572 2.0039 1.0970 -0.119
C 5.65937 5.04345 -24.94798 0.8273 -0.6218 -1.2525 -0.392
C 6.65484 4.09790 -25.11013 0.4010 -0.1893 0.9080 -0.187
C 6.58710 2.90495 -24.37789 -1.3231 0.8683 -1.2924 -0.362
C 5.40974 2.69161 -23.63750 0.8809 -0.0316 0.1468 -0.182
H 3.79020 5.42038 -24.10943 -0.3901 0.0253 0.0170 0.344
H 5.70289 5.97192 -25.49791 -0.1963 0.0919 0.0735 0.351
H 7.51303 4.25922 -25.74566 0.0383 0.1972 -0.0928 0.356
H 7.33347 2.18264 -24.67389 -0.1299 -0.5127 0.7669 0.341
H 5.27763 1.72088 -23.18290 -0.1612 0.0149 0.3893 0.370
N 5.03284 4.14837 -8.04056 1.1762 -0.2509 -1.6373 -0.536
C 5.22570 4.44037 -6.77108 0.4421 0.4189 0.6302 -0.168
C 6.21742 5.32546 -6.34763 0.5884 0.1148 -0.3634 -0.454
C 7.11228 5.81703 -7.31676 -0.1217 0.5307 2.2903 -0.112
C 6.98948 5.48242 -8.60087 -0.9807 -1.2021 -1.5231 -0.275
C 5.93130 4.61226 -8.92334 -0.2087 0.5831 -0.2885 -0.225
H 4.57811 3.85466 -6.13550 -0.1137 0.5081 0.6407 0.387
H 6.36180 5.65280 -5.32861 -0.2304 -0.3272 0.1799 0.348
H 7.95735 6.46504 -7.13690 -0.1441 0.2080 0.9040 0.330
H 7.72053 5.93308 -9.25575 -0.2690 -0.4826 -0.7036 0.344
H 5.78181 4.32282 -9.95304 -0.1379 -0.0995 -0.1319 0.362
N -1.56020 -0.55138 -19.43586 -1.0599 1.6580 0.2838 -0.535
C -0.57770 0.32549 -19.20105 0.0737 0.3785 1.1705 -0.136
C -0.71747 1.65496 -18.67394 -0.8884 -0.9268 -1.0772 -0.460
C -2.01781 2.15909 -18.59053 -0.5073 -1.2339 -0.2332 -0.186
C -3.07282 1.31468 -18.96649 0.7382 -1.2406 -0.0616 -0.285
C -2.81123 -0.03690 -19.30112 0.6453 1.0931 -0.5536 -0.195
H 0.38706 -0.14149 -19.33363 0.4145 0.4260 0.0065 0.384
H 0.13323 2.28805 -18.46922 0.1521 -0.2206 0.0659 0.350
H -2.35350 3.12299 -18.23753 0.7410 0.3472 0.0064 0.359
H -4.07816 1.70779 -19.00061 -0.1240 -0.1709 0.1309 0.337
H -3.60977 -0.68942 -19.62198 -0.1853 -0.1105 0.2585 0.366
N 2.79323 10.90317 -20.94125 -0.1753 0.8577 1.0050 -0.532
C 4.02456 11.23020 -20.42497 -1.7052 -0.6069 -0.5383 -0.194
C 4.30520 12.47458 -19.91129 -0.2280 -0.5180 0.4708 -0.387
C 3.31135 13.41404 -20.00234 0.0224 1.4802 -0.0832 -0.075
C 2.05952 13.16155 -20.50025 -0.4292 -1.6132 -0.1857 -0.400
C 1.78675 11.81404 -20.87066 2.1660 0.6775 -0.0334 -0.179
H 4.70946 10.39617 -20.38374 0.2362 0.0577 -0.1449 0.383
H 5.15526 12.73596 -19.29850 0.4672 -0.3108 -0.4332 0.341
H 3.56914 14.41361 -19.68486 -0.2013 0.2098 0.1644 0.328
H 1.32137 13.94862 -20.54567 -0.1623 -0.1188 0.0062 0.348
H 0.79046 11.49025 -21.13333 0.0136 -0.1171 -0.2297 0.367
N 8.51874 1.77701 -15.94069 0.8393 2.2987 -0.2166 -0.548
C 7.80120 2.64051 -16.75754 1.6432 -0.3957 2.1533 -0.129
C 8.08328 4.04563 -16.87823 -0.5843 -3.0696 -0.4032 -0.518
C 9.10460 4.51213 -16.09523 0.7005 0.9744 1.0310 -0.131
C 9.88998 3.69873 -15.28877 -0.8939 -2.0676 -0.1987 -0.349
C 9.58813 2.31203 -15.25905 -1.2574 1.0381 -1.2220 -0.204
H 6.94801 2.08199 -17.11325 -0.1956 0.6367 -0.8131 0.406
H 7.54969 4.59831 -17.63732 -0.1274 0.3941 0.3750 0.373
H 9.28583 5.56528 -15.93893 -0.0112 0.3168 -0.6824 0.359
H 10.67989 4.08819 -14.66366 -0.0031 0.1121 -0.0532 0.359
H 10.19196 1.64582 -14.66076 -0.1059 -0.2404 0.0230 0.383
N 11.59959 9.18009 -20.53306 0.6780 -0.7331 0.0911 -0.559
C 10.85809 8.90033 -21.62880 1.3495 2.1477 -0.0283 -0.219
C 10.68472 9.88902 -22.61311 -1.2675 -0.2514 0.3274 -0.321
C 11.16194 11.20909 -22.45965 -0.1440 -1.7113 -0.1274 -0.285
C 11.99703 11.38669 -21.40341 2.0391 -0.8113 1.5440 -0.289
C 12.25919 10.32766 -20.46341 -1.6674 1.0978 -1.8948 -0.109
H 10.56464 7.86719 -21.74242 -0.4596 0.0991 -0.0137 0.380
H 10.03035 9.64826 -23.43788 0.1094 -0.0233 -0.2877 0.338
H 10.99401 11.98797 -23.18871 -0.1169 -0.0885 -0.0790 0.393
H 12.68471 12.21754 -21.34689 -0.3880 0.5303 0.1513 0.314
H 13.00058 10.50642 -19.69871 -0.1319 -0.2589 0.3290 0.359
N 13.61180 -2.31549 -19.95130 -0.8118 -0.0806 0.5159 -0.535
C 14.94021 -2.22354 -19.93796 -0.9526 0.4019 -1.4496 -0.248
C 15.56721 -1.00314 -19.90965 0.5025 0.9126 0.4406 -0.241
C 14.83460 0.18207 -19.74706 0.1507 -1.4250 -1.0108 -0.301
C 13.44947 0.06041 -19.80867 0.0161 0.5830 0.4426 -0.325
C 12.86577 -1.19981 -19.86222 1.3528 -0.7185 0.1562 -0.210
H 15.46614 -3.11124 -20.25703 0.2140 -0.2554 0.5338 0.388
H 16.63183 -0.95424 -20.08454 0.1709 0.0154 0.2996 0.331
H 15.40154 1.10092 -19.77366 -0.4086 0.2974 0.1693 0.397
H 12.82651 0.94258 -19.81931 -0.1073 0.0660 0.1424 0.355
H 11.79992 -1.36603 -19.81001 -0.1277 0.2068 -0.2130 0.392
C 15.49899 -2.36387 -14.23285 0.5054 1.0920 -0.6154 -0.207
Cl 17.23769 -2.18997 -14.68721 -0.5573 -0.3364 -0.2908 -0.163
Cl 15.39481 -2.56263 -12.53061 -0.2941 -0.5194 1.3420 -0.135
H 15.06245 -1.38233 -14.41756 -0.0712 -0.3619 -0.4373 0.220
H 14.98826 -3.17070 -14.75846 0.4115 0.1280 -0.0159 0.283
C 10.37757 -3.99441 -8.36795 -0.1278 0.1157 0.4194 -0.239
Cl 9.31765 -4.88262 -7.20960 0.4712 0.4667 -0.4715 -0.149
Cl 9.43490 -3.33620 -9.75073 0.6481 -0.5148 0.5542 -0.140
H 10.85867 -3.15536 -7.86531 -0.4856 -0.0177 0.0865 0.256
H 11.18838 -4.67279 -8.63345 -0.5033 -0.0491 -0.5917 0.271
C 5.73409 -4.65497 -16.62806 -1.1556 -0.8269 0.7316 -0.214
Cl 5.17884 -4.67765 -18.30253 0.4432 0.3058 0.0489 -0.128
Cl 4.44716 -5.50509 -15.63683 0.6453 0.3400 -0.1465 -0.166
H 6.63561 -5.25435 -16.50123 -0.1145 0.3476 -0.1965 0.253
H 5.78423 -3.65221 -16.20372 0.1848 -0.1604 -0.4364 0.255
C 16.27667 6.66240 -16.79346 0.1950 0.1374 0.6003 -0.215
Cl 17.31884 6.93631 -18.18380 -0.1571 -0.0602 -0.3098 -0.141
Cl 16.88408 5.30356 -15.80622 -0.2190 0.1951 -0.1077 -0.151
H 16.34501 7.56984 -16.19347 -0.1542 -0.2729 0.0160 0.241
H 15.24369 6.45076 -17.06961 0.3238 0.0004 -0.2054 0.266
C 10.27259 11.34928 -13.86801 -0.0160 1.2423 -0.1576 -0.229
Cl 8.58628 10.94565 -13.47037 0.3860 0.0259 -0.3124 -0.147
Cl 11.42611 10.21767 -13.23167 0.3309 -0.5213 0.1917 -0.140
H 10.45396 11.48346 -14.93441 -0.4988 -0.5461 -0.0013 0.265
H 10.49492 12.32731 -13.44124 -0.2010 -0.2088 0.2739 0.250
```
Positions in Å, forces in eV/Å.